(1)
Density functional theory data (ωB97M-V/def2-TZVPD) for C20H40O20PdS5 as an isolated structure at a distorted geometry.

Values from the calculation:
* total charge: 0
* multiplicity: 3
* HOMO (spin up / spin down): -9.5 / -9.6 eV
* frontier orbital gap (spin up / spin down): 9.14 / 8.55 eV

Element x y z (Å)
Pd1 -2.6768 -0.0976 -1.0758
S1 -0.2361 -0.1347 0.2474
S2 -2.0754 -3.5424 -1.6597
S3 -2.6781 3.1868 -1.7594
S4 -4.0705 0.0750 2.2247
S5 -1.0273 0.1089 -4.2852
O1 6.7262 -1.6664 -3.0970
O2 2.6564 3.7789 -0.3764
O3 4.5079 -1.4184 -3.5866
O4 2.4803 0.5139 5.8770
O5 -2.9501 -2.2992 -1.6373
O6 1.9453 -3.2121 3.1350
O7 0.9701 -0.5872 -0.4129
O8 4.8850 4.0418 -0.3045
O9 3.8858 2.2346 0.6115
O10 1.5607 1.7864 7.5178
O11 -3.9599 0.1476 0.7287
O12 2.3605 -5.4049 3.4757
O13 -1.2912 -1.1636 0.1281
O14 5.2739 -0.9302 -1.5504
O15 -3.3684 1.8911 -1.4104
O16 0.0165 0.2689 1.6271
O17 -2.1301 -0.1380 -3.2707
O18 0.4369 1.2627 5.6442
O19 0.6257 -4.7005 2.2141
O20 -0.8308 0.8892 -0.6432
C1 0.2923 -3.4892 1.5788
C2 3.9274 3.3857 -0.0197
C3 5.6217 -1.3766 -2.7872
C4 -3.0259 -1.2830 2.8543
C5 0.2519 1.1382 -3.4766
C6 3.9035 -0.5660 -1.5549
C7 -1.6223 1.4458 -5.3951
C8 1.0352 -2.4170 2.3910
C9 -2.2174 3.9361 -0.1476
C10 1.7132 -4.5196 3.0182
C11 1.7747 2.6966 -0.1164
C12 -4.0557 4.3414 -2.0790
C13 1.5199 1.2607 6.4485
C14 3.3714 -1.2847 -2.7443
C15 0.4968 0.0433 4.9057
C16 2.5301 1.9101 0.9200
C17 -2.7046 -4.4504 -3.0629
C18 1.9926 -0.0150 4.6387
C19 -2.9234 1.3650 2.8270
C20 -0.4761 -3.0517 -2.4040
H1 1.5473 -1.6684 1.8008
H2 -2.0519 -1.2568 2.3611
H3 0.6153 0.6660 -2.5631
H4 -3.7054 -4.8573 -2.9171
H5 3.8251 0.5243 -1.6069
H6 -2.0808 -5.3262 -3.2534
H7 2.8528 -2.1917 -2.4197
H8 0.2721 -2.0010 3.0515
H9 -1.6605 3.2228 0.4522
H10 -3.2919 2.3704 2.6394
H11 -1.7679 4.9110 -0.3365
H12 -0.0929 0.2030 3.9996
H13 -3.4492 -2.2651 2.6501
H14 3.4062 -0.8564 -0.6320
H15 1.0286 1.3925 -4.1939
H16 2.6290 -0.7238 -3.3124
H17 -1.6333 2.3660 -4.8094
H18 2.3105 0.6172 3.8047
H19 -2.8806 -1.1523 3.9263
H20 -2.5880 1.3432 -5.8837
H21 -4.7545 4.1518 -1.2668
H22 -2.7649 -3.7828 -3.9217
H23 0.6084 -3.5150 0.5293
H24 -0.2255 -2.0481 -2.0521
H25 1.5769 2.0384 -0.9690
H26 2.3131 2.2245 1.9433
H27 -4.5222 4.0620 -3.0223
H28 2.4074 0.8354 0.8372
H29 -2.6354 1.2546 3.8716
H30 -0.0301 -0.7781 5.3970
H31 -0.8712 1.5569 -6.1800
H32 -3.6844 5.3614 -2.1506
H33 -0.4683 -3.0104 -3.4926
H34 -2.0198 1.1840 2.2373
H35 2.4527 -0.9651 4.3719
H36 -0.2748 2.0176 -3.0991
H37 -3.1504 4.1804 0.3666
H38 0.7882 3.0524 0.1746
H39 -0.7933 -3.4147 1.5229
H40 0.3218 -3.6829 -2.0117


(2)
Density functional theory data (ωB97M-V/def2-TZVPD) for one molecule with the formula C3H4INOS2 at a distorted geometry.

Values from the calculation:
* SMILES string: O=C(NC=S)[C@H](S)I
* ΔE to the lowest compared entry with this formula, charge and spin: 0.0 kcal per mole
* total charge: 0
* HOMO: -9.2 eV
* frontier orbital gap: 8.38 eV

Element x y z (Å)
I1 2.1573 0.9736 0.5311
S1 1.5280 -2.1310 -1.1041
S2 -2.1657 2.3797 -0.6989
O1 -0.6797 -1.7835 0.8589
N1 -0.9952 0.4386 0.6530
C1 -0.2174 -0.7253 0.5429
C2 -0.8784 1.7164 0.0737
C3 0.8653 -0.5896 -0.4622
H1 0.7570 0.0118 -1.3172
H2 1.6496 -2.8132 0.0582
H3 -2.0379 0.3086 0.6606
H4 0.0171 2.2139 0.2041


(3)
Density functional theory data (ωB97M-V/def2-TZVPD) for one molecule with the formula C22H29N3OS.

Values from the calculation:
* SMILES string: COc1ccc(CCNC(=S)NC2CCN(Cc3ccccc3)CC2)cc1
* ΔE to the lowest compared entry with this formula, charge and spin: 2.0 kcal per mole
* total charge: 0
* HOMO: -7.9 eV
* frontier orbital gap: 8.54 eV

Element x y z (Å)
S1 2.8992 -2.2024 -1.5413
O1 1.0512 3.3184 -1.1343
N1 -2.5693 -1.2206 -0.8576
N2 3.6865 -1.8833 0.9052
N3 1.5049 -1.1843 0.4441
C1 -4.7460 0.0906 1.6836
C2 -3.3482 -1.5183 0.3324
C3 1.8248 2.5688 0.9395
C4 -4.4845 -0.5406 0.4762
C5 -1.8586 0.0397 -0.7915
C6 3.8434 1.0976 -0.2282
C7 2.6736 1.8173 1.7224
C8 -5.2943 -0.2633 -0.6189
C9 3.8892 -1.2096 2.1645
C10 -6.6027 1.2503 0.7040
C11 1.1127 3.3263 -2.5403
C12 2.9910 1.8379 -1.0285
C13 3.6936 1.0647 1.1497
C14 -6.3450 0.6275 -0.5067
C15 -1.6892 -2.2870 -1.2870
C16 1.9649 2.5747 -0.4500
C17 4.5553 0.1717 1.9947
C18 0.3252 -1.1089 -0.3930
C19 2.6690 -1.7026 0.0227
C20 -5.8015 0.9795 1.7988
C21 -0.4331 -2.4402 -0.4199
C22 -0.6020 -0.0008 0.0921
H1 0.2784 3.9446 -2.8676
H2 -6.9678 0.8370 -1.3643
H3 1.0343 3.1579 1.3781
H4 -4.1219 -0.1144 2.5429
H5 -0.7093 -2.7275 0.5978
H6 -2.5464 0.8063 -0.4287
H7 -7.4248 1.9452 0.7930
H8 2.5457 1.8159 2.7961
H9 -5.9957 1.4635 2.7452
H10 1.3875 -0.9505 1.4174
H11 -0.0958 0.9634 0.0541
H12 4.5305 -2.2007 0.4475
H13 0.2094 -3.2176 -0.8337
H14 -1.3808 -2.0607 -2.3127
H15 -1.5633 0.3015 -1.8125
H16 -5.0796 -0.7485 -1.5587
H17 -2.2527 -3.2226 -1.3015
H18 0.6736 -0.8865 -1.4087
H19 4.7064 0.6065 2.9840
H20 5.5301 0.0351 1.5229
H21 2.9323 -1.0947 2.6790
H22 2.0498 3.7635 -2.8992
H23 -3.7650 -2.5233 0.2042
H24 1.0004 2.3183 -2.9520
H25 -0.8876 -0.1913 1.1301
H26 4.6339 0.5309 -0.6978
H27 3.1352 1.8218 -2.0966
H28 -2.7513 -1.5237 1.2596
H29 4.5270 -1.8495 2.7813


(4)
Density functional theory data (ωB97M-V/def2-TZVPD) for C38H71Br2F4O14P as an isolated structure at a distorted geometry.

Values from the calculation:
* ΔE to the lowest compared entry with this formula, charge and spin: 0.0 kcal per mole
* total charge: 0
* HOMO: -8.1 eV
* frontier orbital gap: 8.22 eV

Element x y z (Å)
Br1 3.1916 4.9938 -4.4784
Br2 1.2718 7.1544 -3.4752
P1 0.7449 -1.4389 -4.8407
F1 -0.5255 5.1000 -3.4433
F2 2.6772 2.5098 -6.7892
F3 0.6541 5.3291 -1.6497
F4 2.2412 3.6401 -2.3723
O1 -1.8423 2.4003 3.9413
O2 1.2659 0.2554 6.0613
O3 0.7253 -6.7898 0.5588
O4 0.7826 1.3436 -1.6225
O5 -0.0751 -4.3678 -4.0023
O6 3.1225 -0.4923 2.8253
O7 -0.6790 -0.6176 -4.9698
O8 -3.3791 3.5196 -6.8134
O9 1.4093 -0.9747 -3.4184
O10 -3.1543 -2.5943 4.2287
O11 3.8903 -3.3617 7.5599
O12 2.6273 0.3609 -6.3029
O13 2.0333 -1.6303 -7.1251
O14 -3.8818 8.8708 -4.2204
C1 -2.0703 3.9826 -7.1443
C2 -0.1486 -6.0027 -2.2741
C3 1.5350 2.2126 4.7407
C4 1.8813 1.9482 -4.6790
C5 1.8911 1.5590 -6.1584
C6 -2.5652 7.3415 -2.9626
C7 -0.0473 -8.9407 1.2109
C8 3.1142 -2.0025 4.6572
C9 -0.5313 -6.8129 2.5756
C10 -5.2453 -3.3531 5.0663
C11 1.9081 -0.8358 -6.2475
C12 -3.4644 2.9210 -5.5367
C13 0.3138 -5.4382 -3.5948
C14 -1.3164 2.9055 -7.9401
C15 1.6553 2.7569 0.0745
C16 -2.8969 9.7920 -2.2627
C17 0.5281 1.5628 -6.8524
C18 0.9886 3.1517 -4.3055
C19 -4.9710 -2.3465 2.7148
C20 0.7069 5.3371 -2.9884
C21 0.1116 -7.4477 1.3664
C22 -1.8535 0.1697 4.7694
C23 3.1939 -4.5265 9.5111
C24 -4.3366 -2.7492 4.0241
C25 -4.0043 1.4383 4.1574
C26 3.5768 -1.5053 3.3144
C27 -3.1870 8.6853 -3.2489
C28 1.2962 -6.2675 -4.3872
C29 2.9686 -3.8093 8.2014
C30 1.5395 -3.6753 7.7331
C31 4.6292 -2.3183 2.6001
C32 1.6525 1.4025 6.0050
C33 -2.4959 1.4310 4.2592
C34 1.4303 1.4286 -0.5987
C35 2.0403 0.2162 0.0502
C36 0.2043 2.8499 -7.6506
C37 2.2742 2.0809 7.2007
C38 1.7172 4.2035 -3.4948
H1 -4.3336 0.6517 3.4763
H2 -0.2575 1.4087 -6.1087
H3 1.6279 1.1209 -4.0222
H4 0.7272 2.7781 -8.6041
H5 3.2934 2.3908 6.9651
H6 -1.4762 7.4324 -2.9400
H7 1.0967 -4.6638 7.5972
H8 0.5829 3.7458 -7.1609
H9 -0.7748 0.3031 4.7944
H10 0.4610 3.6047 -5.1389
H11 0.9559 -3.1194 8.4682
H12 3.9500 -2.0441 5.3558
H13 0.6990 -6.1472 -1.6095
H14 1.0752 1.6085 3.9632
H15 -0.1137 -7.2406 3.4885
H16 2.8180 -5.5488 9.4473
H17 1.5477 -5.7466 -5.3086
H18 3.1228 0.3258 0.1056
H19 -2.2420 4.8443 -7.7906
H20 -2.4840 2.7093 -5.0960
H21 2.6758 -4.0043 10.3170
H22 0.4593 -9.2670 0.3054
H23 2.7240 2.9693 0.1277
H24 -5.4183 -3.2167 2.2325
H25 1.5138 -3.1395 6.7873
H26 2.2062 -6.4243 -3.8060
H27 -4.6666 -3.5962 5.9545
H28 -4.0078 1.9758 -5.5927
H29 4.8700 -1.8494 1.6480
H30 2.2985 1.3887 8.0399
H31 1.6878 2.9580 7.4783
H32 -1.6087 -6.9850 2.5602
H33 -3.9947 3.5874 -4.8479
H34 4.2581 -3.3275 2.4157
H35 2.3566 -1.3232 5.0415
H36 -1.7515 1.9460 -7.6490
H37 -4.2123 -1.9280 2.0566
H38 2.6828 -3.0004 4.5548
H39 0.3898 -9.4547 2.0682
H40 0.8564 -7.2357 -4.6326
H41 -1.4778 2.9919 -9.0138
H42 5.5330 -2.3745 3.2086
H43 1.2424 2.7352 1.0846
H44 -1.3514 -1.2534 -5.2314
H45 -1.5277 4.2752 -6.2421
H46 0.9140 3.0921 4.9171
H47 -4.3403 2.4009 3.7773
H48 0.7491 -0.4754 -2.9017
H49 -4.4451 1.2702 5.1416
H50 -6.0296 -2.6437 5.3350
H51 -0.3435 -5.7415 2.5669
H52 1.1644 3.5430 -0.4955
H53 -1.1052 -9.1987 1.1400
H54 1.8027 -0.6674 -0.5407
H55 -5.7045 -4.2642 4.6795
H56 2.5264 2.5238 4.4064
H57 -2.2060 -0.0472 5.7793
H58 -3.2587 9.5141 -1.2715
H59 0.2174 2.7778 -3.6225
H60 -2.8479 6.6389 -3.7432
H61 1.6454 0.0902 1.0562
H62 -1.8222 9.9754 -2.2130
H63 -0.8457 -5.3076 -1.8103
H64 -3.3989 10.7026 -2.5821
H65 -2.9135 6.9639 -1.9993
H66 4.2586 -4.5526 9.7316
H67 -2.0945 -0.6628 4.1140
H68 2.9156 2.2070 -4.4451
H69 0.4251 0.7516 -7.5761
H70 -0.6506 -6.9594 -2.4324
H71 -5.7454 -1.5974 2.8887


(5)
Density functional theory data (ωB97M-V/def2-TZVPD) for C8H14N2PPt as an isolated structure at a distorted geometry.

Values from the calculation:
* ΔE to the lowest compared entry with this formula, charge and spin: 7.0 kcal per mole
* total charge: -1
* multiplicity: 3
* HOMO (spin up / spin down): 0.6 / -2.8 eV
* frontier orbital gap (spin up / spin down): 2.62 / 5.89 eV

Element x y z (Å)
Pt1 -0.6582 -1.2976 -0.4336
P1 0.4893 -2.0183 1.3864
N1 0.2088 0.4118 0.1374
N2 1.3926 2.7461 0.9172
C1 0.6082 3.9624 0.9258
C2 -2.8252 -1.8917 -1.0324
C3 -1.1748 -1.9405 -2.7180
C4 -2.2207 -1.1278 -2.0801
C5 -1.0528 -3.1229 -1.9866
C6 2.7856 2.7288 1.3097
C7 0.7554 1.4896 0.4975
C8 -2.0208 -3.0652 -0.8815
H1 0.2310 4.1693 -0.0979
H2 -0.2550 3.8438 1.6142
H3 0.6637 -3.4150 1.5534
H4 -3.6786 -1.6007 -0.4195
H5 1.8250 -1.5706 1.5256
H6 1.2071 4.8350 1.2618
H7 3.4068 2.3702 0.4621
H8 3.1422 3.7384 1.6033
H9 -0.5835 -1.6435 -3.5855
H10 -2.5834 -0.1683 -2.4559
H11 2.9202 2.0443 2.1738
H12 -0.0346 -1.6724 2.6565
H13 -2.2014 -3.8703 -0.1658
H14 -0.3470 -3.9348 -2.1678


(6)
Density functional theory data (ωB97M-V/def2-TZVPD) for one molecule with the formula C29H31N3O5 at a distorted geometry.

Values from the calculation:
* SMILES string: COc1ccc([C@@H](/C=C/N2[C@H](Cc3ccccc3)C(=O)N(C)C2(C)C)Oc2cccc([N+](=O)[O-])c2)cc1
* ΔE to the lowest compared entry with this formula, charge and spin: 156.9 kcal per mole
* total charge: 0
* HOMO: -8.0 eV
* frontier orbital gap: 7.36 eV

Element x y z (Å)
O1 -2.3891 -5.9093 -2.2329
O2 -4.1141 2.6399 0.8438
O3 -1.2742 -4.4753 -3.4786
O4 7.8210 0.3726 0.0104
O5 1.6312 -1.9009 -0.4358
N1 -0.9199 1.2424 0.4999
N2 -1.5479 -4.9848 -2.3733
N3 -1.9096 3.2318 0.4402
C1 -0.1493 -4.8184 1.0476
C2 0.5966 -3.6021 1.0089
C3 4.6140 -1.4919 0.1688
C4 -2.1442 4.6424 0.3502
C5 -4.7798 -0.7958 0.8827
C6 0.3687 3.1837 1.4067
C7 6.4837 0.1224 0.0903
C8 -0.5802 2.6570 0.3074
C9 0.7209 -2.8581 -0.1957
C10 5.9801 -1.2120 0.1364
C11 -2.3457 0.9535 0.6517
C12 -4.2973 -0.2622 -0.3161
C13 1.2811 0.3618 0.2749
C14 8.3018 1.7074 -0.2271
C15 3.6844 -0.4562 0.1202
C16 2.1959 -0.7704 0.5165
C17 -7.0525 -0.4663 0.0949
C18 5.5280 1.1633 0.0594
C19 -2.9366 2.3526 0.6695
C20 -6.1607 -0.8854 1.0988
C21 -6.5590 -0.0017 -1.1347
C22 4.1774 0.8584 0.0612
C23 -0.0741 -3.3016 -1.2922
C24 -0.8564 -4.4733 -1.2178
C25 -0.0252 2.9401 -1.0899
C26 -0.0408 0.2121 0.4468
C27 -5.1795 0.0699 -1.3455
C28 -2.8234 0.0229 -0.4501
C29 -0.9235 -5.2398 -0.0367
H1 5.8057 2.2053 -0.0061
H2 -0.1205 -5.4446 1.9634
H3 -3.2221 4.7864 0.3836
H4 0.8463 2.3169 -1.2923
H5 -1.7299 5.0183 -0.5898
H6 -2.6260 0.5082 -1.4121
H7 0.6984 4.1940 1.1358
H8 8.0670 2.3682 0.6119
H9 6.6733 -2.0527 0.1482
H10 -4.0604 -1.1044 1.6504
H11 -1.5537 -6.1385 -0.0180
H12 -6.5258 -1.2823 2.0538
H13 7.9054 2.1411 -1.1510
H14 2.1434 -1.1129 1.6392
H15 -0.8021 2.7136 -1.8334
H16 -4.7628 0.4203 -2.2911
H17 3.5147 1.7251 -0.0308
H18 -2.2398 -0.9130 -0.4357
H19 4.2346 -2.5126 0.1960
H20 1.7040 1.3469 0.0943
H21 0.2541 3.9985 -1.1521
H22 -0.5251 -0.7650 0.5560
H23 -7.2434 0.3028 -1.9306
H24 -1.6548 5.1432 1.1928
H25 -8.1297 -0.5240 0.2752
H26 -0.0670 -2.7268 -2.2294
H27 1.1474 -3.2886 1.8984
H28 -0.1523 3.2255 2.3746
H29 -2.5154 0.4687 1.6307
H30 1.2568 2.5564 1.5238
H31 9.3779 1.5971 -0.3165


(7)
Density functional theory data (ωB97M-V/def2-TZVPD) for one molecule with the formula C5H7NS2 at a distorted geometry.

Values from the calculation:
* SMILES string: C=CSC(=C)NC=S
* ΔE to the lowest compared entry with this formula, charge and spin: 61.0 kcal per mole
* total charge: 0
* HOMO: -8.5 eV
* frontier orbital gap: 8.45 eV

Element x y z (Å)
S1 -1.0670 1.0892 0.8445
S2 0.2913 -3.0104 -1.7244
N1 -0.4275 -0.3910 -1.2230
C1 -1.2775 -1.5900 0.8559
C2 1.0973 2.4577 0.8311
C3 0.6080 1.2517 1.0822
C4 0.2352 -1.3075 -2.0046
C5 -1.0481 -0.4880 0.0502
H1 0.8767 -1.0223 -2.8295
H2 -1.5728 -1.3169 1.9317
H3 -0.3380 0.6448 -1.5042
H4 0.5374 3.2309 0.2595
H5 2.1083 2.5578 1.1064
H6 -1.3029 -2.6597 0.5008
H7 1.2797 0.5538 1.8234


(8)
Density functional theory data (ωB97M-V/def2-TZVPD) for C33H32As2O4SSn as an isolated structure.

Values from the calculation:
* ΔE to the lowest compared entry with this formula, charge and spin: 0.0 kcal per mole
* total charge: +2
* HOMO: -13.9 eV
* frontier orbital gap: 8.18 eV

Element x y z (Å)
Sn1 1.7326 1.9091 -0.4784
As1 -2.5729 -0.4774 -0.2842
As2 1.1874 -1.0739 -0.3899
S1 -1.0564 2.0434 -1.1271
O1 -2.2514 2.7610 -1.3484
O2 0.0402 2.1284 -2.1019
O3 -1.4040 0.4701 -1.2284
O4 -0.4100 2.2072 0.2084
C1 -1.7722 0.5249 3.6568
C2 -4.2176 -0.4843 -1.1998
C3 -5.1410 -1.4560 -0.8075
C4 2.9156 -3.2358 0.5025
C5 3.8432 4.2451 -0.2532
C6 2.1940 -2.1337 -4.8724
C7 -1.6016 0.1526 2.3368
C8 0.9193 -1.6999 -4.5356
C9 2.5592 4.7310 -0.0122
C10 -2.7105 0.1430 1.4880
C11 1.5917 2.8420 3.1551
C12 0.6123 -1.3967 -3.2186
C13 3.6496 2.8193 1.6831
C14 -6.3602 -1.5191 -1.4612
C15 -3.9737 0.5171 1.9430
C16 4.3862 3.2919 0.6027
C17 -3.0329 0.8889 4.1213
C18 3.1648 -2.2570 -3.8907
C19 2.3599 3.2982 1.9474
C20 1.8291 4.2643 1.0811
C21 4.6893 -2.9728 2.1061
C22 4.3921 -1.6244 2.2256
C23 2.6106 -1.8799 0.6198
C24 3.3522 -1.0799 1.4835
C25 2.8618 -1.9654 -2.5676
C26 -6.6420 -0.6268 -2.4886
C27 -4.4878 0.4142 -2.2258
C28 1.5771 -1.5494 -2.2238
C29 -4.1269 0.8889 3.2715
C30 3.9509 -3.7778 1.2476
C31 -0.2816 -2.2961 0.1365
C32 -5.7143 0.3324 -2.8693
C33 -1.6751 -2.1615 -0.4715
H1 5.4983 -3.4011 2.6818
H2 -0.6183 -0.1185 1.9725
H3 3.1195 -0.0235 1.5957
H4 -3.7700 1.1686 -2.5167
H5 -0.3183 -2.2707 1.2272
H6 -1.6619 -2.3493 -1.5481
H7 2.1287 5.4823 -0.6625
H8 0.5165 2.9200 2.9960
H9 -2.3560 -2.8944 -0.0271
H10 1.8452 3.4700 4.0112
H11 5.3854 2.9160 0.4291
H12 -4.9305 -2.1572 -0.0065
H13 -3.1588 1.1771 5.1560
H14 -5.1015 1.1799 3.6366
H15 4.1616 -2.5858 -4.1501
H16 4.1863 -4.8294 1.1544
H17 0.0985 -3.2801 -0.1466
H18 2.4321 -2.3675 -5.9006
H19 -7.0879 -2.2641 -1.1712
H20 4.4156 4.6155 -1.0929
H21 -4.8282 0.5294 1.2770
H22 -5.9426 1.0219 -3.6699
H23 0.1649 -1.5874 -5.3025
H24 -7.5954 -0.6810 -2.9960
H25 -0.9260 0.5295 4.3299
H26 0.8403 4.6642 1.2725
H27 4.9668 -1.0003 2.8967
H28 4.0874 2.0859 2.3505
H29 -0.3753 -1.0186 -2.9858
H30 1.8398 1.8140 3.4225
H31 3.6291 -2.0778 -1.8120
H32 2.3675 -3.8729 -0.1815


Calculated total energy, record by record: -119990.8866; -36483.0901; -40638.3708; -229465.2362; -24032.7338; -45279.2875; -28456.2218; -181260.2747 eV